{
  "formula": "C2H4O2P",
  "method": "the ωB97M-V functional and the def2-TZVPD basis",
  "multiplicity": 1,
  "charge": -1,
  "homo_lumo_gap_ev": 8.267,
  "e_lumo_ev": 4.54,
  "e_above_lowest_kcal_mol": 39.4,
  "symbols": ["H", "H", "H", "H", "O", "P", "C", "C", "O"],
  "positions_angstrom": [[-0.558853, -0.933269, 0.941893], [-1.432934, -0.290330, -0.721264], [0.605651, 1.073352, -1.525631], [0.148180, 1.472435, 0.327108], [3.208627, 0.437893, -0.141644], [-0.214141, -0.960230, -0.392132], [0.555636, 0.679974, -0.451880], [2.097140, -0.049278, -0.045306], [1.803337, -1.169603, 0.381871]],
  "forces_ev_per_angstrom": [[-0.29, -0.23, 0.77], [-1.15, -0.20, -0.11], [-0.22, -0.20, 1.58], [1.03, -1.58, -1.74], [0.44, 1.14, -0.49], [-1.12, 0.10, -0.92], [2.67, 0.78, 0.19], [-1.34, 1.97, 0.00], [-0.02, -1.77, 0.72]]
}



{
  "formula": "C28H47BrCdNOP3",
  "method": "the ωB97M-V functional and the def2-TZVPD basis",
  "multiplicity": 1,
  "charge": 2,
  "homo_lumo_gap_ev": 7.620,
  "e_lumo_ev": -6.05,
  "symbols": ["H", "H", "P", "C", "H", "H", "C", "C", "H", "C", "C", "H", "H", "C", "H", "H", "H", "H", "C", "P", "C", "H", "H", "C", "O", "C", "C", "C", "C", "H", "H", "H", "H", "C", "H", "C", "H", "H", "H", "N", "C", "H", "C", "H", "H", "H", "C", "H", "C", "H", "C", "H", "C", "H", "H", "H", "H", "H", "H", "Br", "H", "P", "H", "H", "H", "H", "H", "H", "C", "H", "H", "C", "H", "H", "H", "Cd", "C", "C", "C", "H", "C", "C"],
  "positions_angstrom": [[5.477960, 1.113889, -0.656388], [-0.339496, 0.205866, -2.741800], [-1.983735, -0.215400, 3.710053], [-0.329841, -2.483851, -3.790427], [2.976013, -0.709943, -0.997605], [-3.003191, -0.647324, -1.686900], [0.924839, -3.283926, 0.827903], [-2.334134, -1.743847, 2.858912], [-2.865507, -1.566304, 1.919419], [-1.918622, 2.787404, -0.376542], [-1.168684, -0.592692, 5.238270], [-1.320073, 1.382733, -4.689101], [-3.927268, 0.850624, 2.864706], [4.792143, 0.481514, -1.241128], [-5.248768, 0.367052, -1.447707], [0.061818, -1.694721, 2.120671], [1.259110, 3.006454, -0.901177], [-0.633279, -1.775153, -5.788944], [4.544283, 1.868296, 2.099391], [2.500944, 1.278089, 0.192893], [2.664659, -4.544729, 1.891432], [-2.953215, -2.373857, 3.484150], [-3.376577, 3.520787, -1.839998], [1.678741, -4.417835, 0.903984], [-1.052960, 0.657010, 2.866864], [0.090741, -3.241318, -0.344043], [-3.016824, -3.023446, -3.959987], [2.863460, -3.446964, 2.736072], [-1.094935, -2.211232, -4.917739], [-4.588522, 1.895303, -0.830202], [3.961819, -0.612459, 0.470001], [1.491137, -5.188753, 0.130824], [2.124809, -1.563898, 3.490085], [3.309515, 3.786802, -0.803882], [-0.756721, 0.318653, 5.684044], [-3.171173, 0.212002, -1.013874], [-2.488448, 4.741914, -0.931666], [3.069416, 4.566048, -1.541181], [4.349078, 3.461269, -0.985194], [-2.393164, -2.464360, -4.994726], [-0.916765, 1.139554, -2.615561], [4.458674, 1.032448, -2.132882], [-0.964123, -3.148886, -2.714596], [2.563374, 1.320661, 2.645408], [-0.191412, 1.970600, -2.629942], [5.360356, -0.391296, -1.586292], [2.304120, 2.647162, -1.005143], [-2.673259, 2.687015, 0.418099], [3.048809, 1.919738, 1.839733], [5.098392, 2.537594, 1.434858], [-2.390060, 3.772824, -1.433629], [-4.273443, 1.378939, -2.524860], [-1.912850, 1.280170, -3.766930], [2.657856, 2.943768, 1.954989], [2.386918, 2.209559, -2.017868], [-4.201435, 0.346341, 4.528990], [3.197940, -5.470507, 1.926156], [3.232539, 4.235905, 0.200231], [-1.812618, -1.053981, 5.986903], [4.297512, -3.464843, 3.977608], [-3.206325, 1.757724, 4.182621], [-1.505100, 1.043021, -0.844262], [-4.062547, -3.230886, -4.065495], [-0.327145, -1.273519, 5.075614], [4.706197, 2.205939, 3.130308], [-1.678499, 3.904008, -2.257679], [0.704996, -2.142700, -3.743153], [-2.546950, 0.387518, -3.895327], [0.983958, -2.255770, 1.822860], [-2.938625, -3.698297, -1.916043], [-1.440229, -2.320715, 2.611764], [3.617609, -0.031274, -0.403832], [-1.000337, 3.157156, 0.107161], [4.949753, 0.851732, 2.026963], [-2.546042, 2.177285, -3.681078], [0.602741, 0.433827, 1.536745], [-4.374694, 1.034144, -1.483085], [-3.457140, 0.747698, 3.848824], [2.039094, -2.343985, 2.738797], [-3.362421, -0.204932, -0.006929], [-2.357614, -3.346986, -2.772432], [-0.246552, -3.443454, -1.507080]],
  "forces_ev_per_angstrom": [[-0.29, -0.19, -0.22], [-0.10, 0.34, -0.10], [0.49, 0.25, -0.78], [-0.37, -0.47, 0.38], [0.29, 0.24, 0.21], [-0.06, 0.20, 0.27], [-1.66, 1.42, -0.22], [-0.27, -0.32, -0.22], [0.00, 0.17, 0.14], [0.23, -0.50, 0.17], [0.16, -0.02, 0.84], [-0.30, -0.03, 0.17], [0.21, -0.17, 0.05], [0.32, -0.17, -0.06], [0.12, 0.31, -0.04], [1.05, -0.18, -0.78], [0.56, -0.15, -0.05], [0.03, 0.21, -0.15], [0.33, 0.31, 0.49], [-0.69, -0.35, 0.99], [-1.01, 0.94, -0.49], [-0.26, -0.22, 0.17], [0.36, 0.01, 0.04], [1.25, -1.05, 0.17], [1.01, -0.02, -0.45], [0.00, -0.41, -1.36], [1.06, 0.25, 0.42], [1.06, -0.82, 0.24], [0.04, -0.02, 0.56], [0.12, -0.32, -0.25], [-0.19, 0.25, -0.25], [0.38, 0.44, 0.78], [0.23, -0.28, 0.16], [0.11, 0.21, -0.22], [-0.17, 0.01, -0.17], [0.54, -0.09, 0.36], [-0.04, -0.02, -0.26], [0.19, -0.13, 0.29], [-0.47, 0.14, 0.14], [-0.45, -0.29, -0.38], [0.38, -0.22, 0.62], [0.11, -0.15, 0.32], [-0.26, 0.55, -0.58], [0.26, 0.30, -0.44], [-0.13, -0.24, -0.08], [-0.05, 0.28, 0.00], [-0.25, -0.12, -0.05], [0.22, 0.12, -0.05], [0.52, 0.12, 0.18], [-0.04, -0.15, 0.07], [-0.17, 0.45, 0.09], [-0.01, -0.10, 0.54], [0.01, 0.10, -0.30], [0.06, -0.28, -0.08], [-0.05, 0.14, 0.44], [-0.05, -0.19, 0.14], [0.58, -0.14, 0.37], [0.08, -0.18, -0.43], [-0.15, -0.05, -0.09], [-0.13, -0.08, -0.10], [0.15, -0.13, 0.05], [-0.50, -0.05, -0.48], [-0.46, 0.07, -0.08], [-0.14, 0.01, -0.21], [0.20, -0.05, -0.23], [-0.15, -0.13, 0.17], [-0.18, -0.48, 0.01], [0.21, 0.36, 0.16], [0.08, -1.15, 0.00], [0.43, -0.20, -0.31], [-0.22, 0.09, 0.31], [-0.12, -0.08, -0.17], [-0.27, 0.12, -0.02], [-0.11, 0.24, -0.09], [0.25, -0.42, -0.02], [-1.45, -0.08, -1.45], [-0.27, -0.17, -0.10], [-0.72, 0.34, 0.27], [-1.18, 0.53, -0.17], [-0.10, 0.06, -0.41], [0.22, -0.05, -0.27], [-0.40, 1.51, 1.89]]
}



{
  "formula": "C6H9N",
  "method": "the ωB97M-V functional and the def2-TZVPD basis",
  "multiplicity": 1,
  "homo_lumo_gap_ev": 9.528,
  "e_lumo_ev": 0.82,
  "smiles": "[H]/N=C(\\C)C=C=CC",
  "e_above_lowest_kcal_mol": 55.9,
  "symbols": ["H", "C", "H", "H", "H", "H", "C", "C", "H", "H", "N", "H", "C", "H", "C", "C"],
  "positions_angstrom": [[1.007435, -2.227310, 0.469208], [-1.786043, 0.970886, 0.445451], [-3.245937, -0.600449, 0.633834], [-2.700820, -0.326443, -1.018936], [3.152576, -1.454818, 0.271583], [-1.897146, 1.656938, 1.276100], [0.732541, 0.952427, -0.149562], [1.296640, -0.397876, 0.097843], [1.343584, 1.756246, -0.553226], [-3.815189, 0.827683, -0.232105], [0.500421, -1.344884, 0.413616], [3.347314, 0.299310, -0.007630], [2.748679, -0.583486, -0.249052], [2.828679, -0.756508, -1.329668], [-0.563516, 1.048742, 0.015345], [-2.949212, 0.179535, -0.082804]],
  "forces_ev_per_angstrom": [[0.04, 0.04, 0.12], [0.17, 0.32, -0.24], [0.22, 0.29, -0.07], [-0.01, 0.16, 0.11], [0.03, 0.10, -0.09], [-0.47, -0.40, 0.63], [-0.19, -0.06, -0.17], [-0.08, -0.19, -0.02], [-0.12, -0.30, -0.28], [0.00, -0.08, -0.09], [0.43, 0.03, 0.01], [-0.06, -0.12, 0.00], [0.15, -0.07, 0.04], [0.04, 0.06, 0.16], [-0.12, 0.11, 0.04], [-0.04, 0.12, -0.15]]
}